# 1
This record from the Open Molecules 2025 dataset describes a 12-piece molecular cluster, C57H129N5O13 overall at a distorted geometry. The level of theory is wB97M-V/def2-TZVPD.

Values from the calculation:
Calculated total energy   -95266.4868 eV
Kohn-Sham gap   8.80 eV
Strongest force on any atom   0.0832 Eh/bohr
SMILES   CCN(CC)CC.CCN(CC)CC.CCN(CC)CC.CCN(CC)CC.CCN(CC)CC.CCOC(C)=O.CCOC(C)=O.CCOC(C)=O.CCOC(C)=O.CCOC(C)=O.CCOC(C)=O.CC(C)=O
LUMO energy   0.311 eV
2S+1   1

Each line ends with the Mulliken charge.
Positions of all 204 atoms, in Å:
1 C 1.444 0.392 -0.613  -1.2024
2 C 0.992 0.726 0.828  -0.3058
3 N -0.470 0.794 1.035  1.6338
4 C -1.118 1.875 0.364  -0.8641
5 C -2.639 1.729 0.403  -0.6916
6 C -0.699 0.706 2.509  -0.6799
7 C -0.467 -0.779 2.931  0.0125
8 H 0.789 -0.350 -1.068  -0.1463
9 H 2.500 0.121 -0.604  0.6506
10 H 1.380 1.259 -1.270  0.2171
11 H 1.447 -0.090 1.389  0.0986
12 H 1.520 1.588 1.236  0.0302
13 H -0.852 2.789 0.895  0.1778
14 H -0.681 1.964 -0.631  0.3247
15 H -2.903 0.673 0.356  -0.3856
16 H -3.198 2.260 1.173  0.5508
17 H -3.132 2.157 -0.470  0.3876
18 H -1.718 1.005 2.757  0.2652
19 H -0.005 1.373 3.021  0.0514
20 H 0.429 -1.298 2.590  -0.2755
21 H -1.283 -1.400 2.558  -0.4109
22 H -0.425 -0.909 4.012  0.4665
23 C 3.853 3.381 -1.345  -0.9817
24 C 4.264 4.755 -0.955  -0.6817
25 N 3.339 5.479 -0.042  0.7723
26 C 3.271 4.796 1.287  -0.0789
27 C 2.090 5.352 2.109  -1.3572
28 C 3.721 6.910 0.081  -0.7672
29 C 3.369 7.723 -1.235  -0.8945
30 H 4.315 3.046 -2.274  0.4959
31 H 2.776 3.380 -1.517  -0.0181
32 H 4.082 2.560 -0.667  0.3019
33 H 5.267 4.775 -0.529  0.3877
34 H 4.263 5.282 -1.910  0.2321
35 H 3.037 3.750 1.087  -0.0523
36 H 4.185 4.840 1.880  0.2791
37 H 1.733 4.770 2.958  0.4914
38 H 2.461 6.271 2.563  0.4273
39 H 1.216 5.611 1.510  0.1259
40 H 4.776 6.956 0.351  0.3851
41 H 3.142 7.347 0.894  0.3518
42 H 3.690 7.271 -2.174  0.2921
43 H 3.669 8.759 -1.077  0.3863
44 H 2.280 7.743 -1.185  0.0485
45 C 6.303 -4.938 -0.277  -1.0953
46 C 5.939 -3.551 0.204  -0.7073
47 N 4.974 -3.553 1.290  0.1777
48 C 5.553 -4.204 2.491  -0.8388
49 C 4.948 -3.586 3.723  -0.7898
50 C 3.633 -4.041 0.909  0.2228
51 C 2.869 -3.151 -0.066  0.3243
52 H 7.044 -5.397 0.378  0.3179
53 H 6.762 -4.904 -1.265  0.4085
54 H 5.456 -5.618 -0.372  0.2933
55 H 6.807 -2.968 0.509  0.4491
56 H 5.494 -2.903 -0.552  0.3330
57 H 5.338 -5.268 2.589  0.2196
58 H 6.632 -4.061 2.557  0.5841
59 H 3.935 -3.968 3.853  -0.1474
60 H 5.590 -3.931 4.533  0.3986
61 H 4.992 -2.498 3.670  0.4191
62 H 3.049 -4.154 1.822  -0.2901
63 H 3.689 -5.063 0.535  0.2286
64 H 3.232 -3.180 -1.094  -0.8880
65 H 2.912 -2.101 0.226  0.3828
66 H 1.800 -3.334 -0.176  0.1331
67 C -1.050 0.178 -3.848  -0.4510
68 C -0.387 1.368 -4.532  -0.3726
69 N -0.533 1.188 -6.010  0.4576
70 C -0.322 2.454 -6.763  -0.5946
71 C -1.643 3.252 -6.634  -1.2587
72 C 0.389 0.200 -6.584  0.0916
73 C -0.347 -0.396 -7.803  -1.3656
74 H -1.273 0.413 -2.807  -0.1901
75 H -0.504 -0.765 -3.854  0.0047
76 H -1.946 -0.033 -4.433  0.4693
77 H -0.799 2.294 -4.132  0.0380
78 H 0.657 1.481 -4.238  0.2523
79 H 0.632 2.901 -6.484  0.4055
80 H -0.251 2.334 -7.844  0.4321
81 H -2.548 2.702 -6.893  0.3435
82 H -1.848 3.471 -5.587  0.2066
83 H -1.670 4.199 -7.172  0.4247
84 H 0.686 -0.607 -5.914  -0.3790
85 H 1.325 0.686 -6.858  0.3598
86 H -1.211 -0.974 -7.477  0.2811
87 H 0.330 -1.033 -8.373  0.4146
88 H -0.786 0.360 -8.455  0.3970
89 C 1.372 -4.994 -3.662  -1.1683
90 C 1.532 -4.052 -4.876  0.0486
91 N 2.958 -3.744 -5.180  0.1965
92 C 2.937 -3.015 -6.484  -0.5265
93 C 3.174 -4.086 -7.565  -1.3947
94 C 3.583 -2.929 -4.110  -1.2138
95 C 3.084 -1.486 -3.921  -0.7326
96 H 2.146 -5.754 -3.770  0.3625
97 H 0.445 -5.567 -3.632  0.4330
98 H 1.540 -4.398 -2.765  -0.0431
99 H 1.067 -4.439 -5.783  0.5701
100 H 0.972 -3.142 -4.660  -0.1488
101 H 1.956 -2.574 -6.661  0.2736
102 H 3.632 -2.175 -6.494  0.4981
103 H 3.451 -3.482 -8.428  0.4391
104 H 4.058 -4.698 -7.381  0.3555
105 H 2.335 -4.765 -7.717  0.2650
106 H 4.630 -2.833 -4.396  0.3626
107 H 3.520 -3.406 -3.132  0.2734
108 H 3.787 -1.044 -3.215  0.5257
109 H 2.127 -1.378 -3.411  -0.0731
110 H 3.175 -0.828 -4.785  0.4731
111 C -1.008 -3.057 -0.194  -0.9148
112 C -2.141 -1.988 -0.444  1.6404
113 O -2.953 -2.367 -1.541  -0.5142
114 C -3.889 -1.595 -2.080  0.6509
115 C -4.548 -2.207 -3.313  -1.2210
116 O -4.147 -0.488 -1.704  -0.4104
117 H -0.343 -2.665 0.575  -0.1557
118 H -0.462 -3.380 -1.080  0.1970
119 H -1.499 -3.955 0.183  0.5582
120 H -2.832 -2.020 0.398  -0.2621
121 H -1.795 -0.980 -0.672  -0.5572
122 H -3.774 -2.230 -4.080  0.2941
123 H -5.386 -1.562 -3.577  0.3130
124 H -4.915 -3.192 -3.027  0.3869
125 C -1.847 0.896 7.038  -0.9860
126 C -0.837 1.854 6.377  -0.2522
127 O -1.537 2.458 5.270  -0.1669
128 C -1.363 3.798 5.026  0.6338
129 C -2.171 4.285 3.856  -0.4105
130 O -0.593 4.549 5.585  -0.6059
131 H -1.878 0.021 6.389  0.0851
132 H -2.870 1.266 7.107  0.3227
133 H -1.596 0.503 8.023  0.3904
134 H -0.582 2.635 7.093  0.4352
135 H 0.021 1.283 6.022  0.2061
136 H -1.472 4.747 3.159  0.0112
137 H -2.928 5.024 4.119  0.4211
138 H -2.729 3.462 3.410  -0.0044
139 C -6.220 2.031 -0.784  -0.7816
140 C -7.272 2.831 0.008  -0.4607
141 O -8.445 2.095 0.012  -0.2217
142 C -9.665 2.684 -0.003  0.6736
143 C -10.824 1.715 -0.089  -0.9628
144 O -9.829 3.871 0.021  -0.5562
145 H -6.508 2.007 -1.835  0.4179
146 H -6.207 0.987 -0.470  0.2954
147 H -5.283 2.581 -0.697  0.1592
148 H -6.828 2.922 0.999  0.2348
149 H -7.433 3.786 -0.494  0.4544
150 H -10.569 0.697 0.205  0.2734
151 H -11.221 1.710 -1.104  0.2674
152 H -11.608 2.120 0.551  0.3066
153 C 1.258 -8.662 3.482  -1.1496
154 C 1.490 -7.481 4.458  -0.2899
155 O 0.891 -6.311 3.991  -0.2763
156 C 1.134 -5.157 4.538  0.2106
157 C 0.345 -4.024 3.841  0.5778
158 O 1.956 -4.974 5.462  -0.6222
159 H 0.206 -8.728 3.203  0.3063
160 H 1.635 -9.609 3.867  0.3761
161 H 1.743 -8.438 2.532  0.2758
162 H 1.151 -7.664 5.477  0.3514
163 H 2.552 -7.276 4.592  0.2999
164 H -0.138 -4.389 2.934  0.3010
165 H 1.062 -3.228 3.639  -0.5031
166 H -0.457 -3.727 4.517  0.1539
167 C 0.142 5.435 -2.100  -0.9033
168 C -0.613 6.223 -1.034  0.2523
169 O -1.821 6.788 -1.508  -0.3401
170 C -1.946 8.063 -1.799  0.7903
171 C -3.322 8.421 -2.284  -1.0940
172 O -1.099 8.942 -1.781  -0.5713
173 H 1.050 4.954 -1.737  -0.1264
174 H 0.336 6.129 -2.919  0.4193
175 H -0.497 4.699 -2.589  0.3934
176 H -0.858 5.508 -0.249  -0.1887
177 H 0.039 6.976 -0.591  0.3753
178 H -3.428 9.504 -2.224  0.3188
179 H -4.031 7.940 -1.611  0.3051
180 H -3.530 8.063 -3.292  0.2597
181 C -5.400 -0.181 2.307  -0.0701
182 C -5.800 -1.669 2.486  -0.7022
183 O -4.673 -2.491 2.839  -0.3166
184 C -4.207 -2.530 4.070  0.8181
185 C -3.300 -3.717 4.295  -0.4018
186 O -4.356 -1.637 4.928  -0.6206
187 H -4.350 -0.174 2.014  -0.2718
188 H -5.601 0.302 3.263  0.4633
189 H -6.028 0.238 1.521  -0.0681
190 H -6.572 -1.621 3.254  0.4082
191 H -6.220 -2.075 1.565  0.4109
192 H -3.159 -4.019 5.332  0.3781
193 H -2.307 -3.404 3.970  -0.3916
194 H -3.776 -4.553 3.782  0.3355
195 C 2.711 -1.476 5.484  0.0529
196 C 3.687 -1.503 6.658  0.5189
197 C 3.743 -2.732 7.498  -0.9577
198 O 4.453 -0.514 6.899  -0.6353
199 H 2.704 -2.433 4.963  -0.5070
200 H 3.065 -0.596 4.945  0.3094
201 H 1.730 -1.310 5.929  0.3754
202 H 3.716 -3.610 6.853  0.1850
203 H 2.894 -2.610 8.172  0.3314
204 H 4.738 -2.653 7.937  0.3401

=====

# 2
This record from the Open Molecules 2025 dataset describes a 11-piece molecular cluster, C57H131N5O11 overall at a distorted geometry. The level of theory is wB97M-V/def2-TZVPD.

Values from the calculation:
Calculated total energy   -91196.4300 eV
Kohn-Sham gap   8.10 eV
Strongest force on any atom   0.1065 Eh/bohr
Energy above the lowest of the compared OMol25 structures with the same formula, charge and spin   2.4921 eV
SMILES   CC1(C)CCCC(C)(C)N1O.CC1(C)CCCC(C)(C)N1O.CC1(C)CCCC(C)(C)N1O.CC1(C)CCCC(C)(C)N1O.CC1(C)CCCC(C)(C)N1O.CCO.CCO.CCO.CCO.CCO.CCO
LUMO energy   0.342 eV
2S+1   1

Each line ends with the Mulliken charge.
Positions of all 204 atoms, in Å:
1 C 1.867 5.496 -0.131  -1.3014
2 C 0.468 4.963 -0.366  2.0040
3 C 0.357 4.249 -1.713  -1.1634
4 C 0.087 3.839 0.654  0.2360
5 C -0.272 4.528 2.020  -0.7961
6 C -1.444 5.423 1.859  -1.3162
7 C -1.182 6.589 0.834  1.6197
8 C -2.612 7.096 0.474  -1.8291
9 C -0.218 7.645 1.466  -1.8711
10 N -0.528 6.055 -0.393  0.2558
11 O -0.288 6.973 -1.380  -0.4731
12 H 2.032 5.903 0.867  0.2719
13 H 2.522 4.625 -0.147  -0.1479
14 H 2.264 6.223 -0.840  0.4427
15 H 0.446 4.916 -2.570  0.5748
16 H 1.259 3.656 -1.861  0.0841
17 H -0.495 3.582 -1.853  -0.4545
18 H -0.848 3.337 0.402  0.2290
19 H 0.879 3.127 0.886  -0.5622
20 H -0.487 3.690 2.683  0.4098
21 H 0.620 5.024 2.401  0.1843
22 H -1.559 5.914 2.825  0.5001
23 H -2.318 4.852 1.546  0.3964
24 H -2.557 7.934 -0.221  0.3864
25 H -3.110 7.357 1.408  0.3640
26 H -3.123 6.330 -0.108  0.3049
27 H -0.127 8.575 0.905  0.4751
28 H 0.741 7.298 1.852  0.2733
29 H -0.657 8.014 2.392  0.4887
30 H 0.277 7.590 -0.908  0.3990
31 C 3.029 -5.402 -0.015  -1.9211
32 C 2.297 -4.030 -0.310  2.1530
33 C 1.493 -3.714 0.924  -2.2330
34 C 3.293 -2.850 -0.479  -0.2203
35 C 3.905 -2.754 -1.850  -1.4684
36 C 2.884 -2.806 -2.941  -0.4077
37 C 1.934 -4.035 -2.872  1.6903
38 C 0.852 -3.759 -3.896  -1.8756
39 C 2.716 -5.243 -3.441  -2.1996
40 N 1.403 -4.103 -1.461  1.5409
41 O 0.460 -5.000 -1.277  -0.8044
42 H 2.810 -5.743 0.997  0.5143
43 H 2.623 -6.244 -0.574  0.3588
44 H 4.113 -5.436 -0.124  0.3337
45 H 1.019 -2.734 0.872  -0.3601
46 H 0.714 -4.393 1.271  0.5615
47 H 2.199 -3.766 1.753  0.7715
48 H 2.734 -1.927 -0.321  -0.9219
49 H 4.160 -2.871 0.181  0.5937
50 H 4.578 -1.911 -2.008  0.4130
51 H 4.609 -3.570 -2.014  0.4805
52 H 3.406 -2.724 -3.894  0.8174
53 H 2.353 -1.855 -2.965  -0.6115
54 H 1.284 -3.319 -4.795  0.4368
55 H 0.139 -3.026 -3.518  0.0230
56 H 0.177 -4.579 -4.139  0.5517
57 H 3.023 -5.041 -4.467  0.4273
58 H 2.023 -6.068 -3.605  0.4543
59 H 3.611 -5.602 -2.931  0.3576
60 H -0.252 -4.426 -0.984  -0.0210
61 C 4.052 3.468 2.162  -0.7532
62 C 4.477 3.214 3.644  1.6469
63 C 5.420 4.339 4.102  -2.1246
64 C 3.225 3.463 4.563  -1.7766
65 C 2.229 2.283 4.459  0.6255
66 C 2.928 1.008 4.797  -1.8622
67 C 4.222 0.655 3.911  2.5032
68 C 5.016 -0.427 4.510  -2.2028
69 C 3.714 0.258 2.500  -1.2247
70 N 5.060 1.857 3.915  0.2712
71 O 6.299 1.641 3.242  -0.4595
72 H 3.643 4.470 2.032  0.2843
73 H 4.889 3.305 1.484  0.4831
74 H 3.339 2.714 1.831  -0.3851
75 H 5.986 4.189 5.021  0.4506
76 H 6.256 4.366 3.403  0.4629
77 H 4.998 5.342 4.165  0.3388
78 H 3.559 3.455 5.601  0.3910
79 H 2.730 4.423 4.419  0.4853
80 H 1.362 2.329 5.119  0.6848
81 H 1.735 2.225 3.490  -0.6125
82 H 2.223 0.177 4.847  0.3181
83 H 3.259 1.152 5.825  0.4095
84 H 6.010 -0.579 4.089  0.4511
85 H 4.513 -1.392 4.577  0.3860
86 H 5.203 -0.238 5.567  0.4908
87 H 3.758 -0.827 2.403  0.5325
88 H 4.460 0.552 1.761  0.2895
89 H 2.699 0.557 2.238  -0.4083
90 H 6.973 1.779 3.911  0.3472
91 C -0.882 -0.278 5.943  -1.8078
92 C -1.540 -1.119 4.848  1.7739
93 C -0.612 -1.110 3.545  -1.3680
94 C -1.679 -2.602 5.361  -1.1173
95 C -2.705 -2.730 6.447  -0.8931
96 C -4.102 -2.243 5.975  -1.1511
97 C -4.088 -0.837 5.286  1.1856
98 C -5.274 -0.751 4.358  -1.7269
99 C -4.217 0.194 6.420  -1.8477
100 N -2.840 -0.541 4.547  1.2456
101 O -2.806 0.642 3.821  -0.4291
102 H -0.831 0.756 5.604  0.3189
103 H -1.382 -0.112 6.897  0.2295
104 H 0.145 -0.476 6.250  0.4695
105 H 0.155 -1.882 3.608  0.5875
106 H -1.224 -1.282 2.659  -0.3690
107 H -0.118 -0.139 3.530  0.0398
108 H -1.798 -3.305 4.536  0.3305
109 H -0.743 -2.933 5.813  0.4594
110 H -2.829 -3.797 6.633  0.4200
111 H -2.336 -2.183 7.314  0.4166
112 H -4.687 -2.219 6.894  0.3664
113 H -4.523 -3.016 5.332  0.4248
114 H -5.417 0.242 3.932  0.3799
115 H -6.172 -0.970 4.937  0.4801
116 H -5.294 -1.497 3.564  0.1198
117 H -5.180 0.079 6.917  0.4802
118 H -4.116 1.158 5.922  0.3419
119 H -3.460 0.191 7.205  0.3229
120 H -2.781 0.334 2.912  0.2841
121 C -3.994 -4.277 -3.640  -1.8734
122 C -4.350 -3.515 -2.287  2.0257
123 C -4.443 -1.984 -2.527  -1.5509
124 C -5.825 -4.015 -1.865  -1.3772
125 C -6.216 -3.913 -0.414  -0.6606
126 C -5.071 -4.427 0.428  -1.3713
127 C -3.672 -3.825 0.160  2.0091
128 C -3.574 -2.417 0.846  -1.3052
129 C -2.580 -4.808 0.723  -2.2595
130 N -3.364 -3.837 -1.235  -0.2495
131 O -2.089 -3.250 -1.497  1.5679
132 H -3.651 -5.299 -3.482  0.4359
133 H -4.789 -4.236 -4.384  0.3888
134 H -3.182 -3.735 -4.125  0.1659
135 H -4.724 -1.398 -1.651  0.4156
136 H -3.502 -1.556 -2.871  -0.2321
137 H -5.032 -1.723 -3.407  0.5648
138 H -6.508 -3.388 -2.439  0.4083
139 H -6.062 -5.007 -2.250  0.5146
140 H -6.582 -2.903 -0.232  0.3899
141 H -7.111 -4.533 -0.356  0.4061
142 H -5.091 -5.516 0.377  0.4038
143 H -5.273 -4.206 1.476  0.4262
144 H -3.395 -2.412 1.921  0.5159
145 H -4.435 -1.792 0.609  0.4052
146 H -2.736 -1.847 0.445  -0.4201
147 H -1.596 -4.340 0.713  0.3004
148 H -2.561 -5.744 0.165  0.4338
149 H -2.733 -5.125 1.755  0.4300
150 H -2.262 -2.346 -1.225  -0.5986
151 C -2.329 -2.359 -7.075  -0.8283
152 C -0.900 -2.902 -6.951  0.0111
153 O -0.071 -1.743 -6.915  -0.4538
154 H -2.662 -1.894 -6.147  0.0369
155 H -3.027 -3.189 -7.184  0.3942
156 H -2.477 -1.644 -7.885  0.3590
157 H -0.711 -3.526 -7.825  0.4117
158 H -0.814 -3.465 -6.022  -0.2167
159 H -0.064 -1.479 -7.838  0.2938
160 C -3.395 3.156 -2.450  -0.5125
161 C -4.439 2.054 -2.243  -0.0697
162 O -4.314 1.549 -0.923  -0.6258
163 H -3.197 3.098 -3.520  0.3550
164 H -2.420 2.929 -2.017  -0.3027
165 H -3.746 4.152 -2.180  0.3223
166 H -4.379 1.208 -2.927  -0.0285
167 H -5.434 2.455 -2.438  0.4442
168 H -3.456 1.164 -0.730  0.1690
169 C 3.361 0.724 -6.009  -0.0356
170 C 4.670 1.411 -6.381  -0.5828
171 O 4.729 2.573 -5.590  -0.5586
172 H 2.514 1.405 -5.922  0.0849
173 H 3.411 0.155 -5.080  -0.2237
174 H 3.064 -0.066 -6.699  0.3935
175 H 4.850 1.602 -7.439  0.3835
176 H 5.476 0.781 -6.006  0.2626
177 H 4.304 3.360 -5.939  0.2657
178 C -0.283 1.359 -5.566  -1.7067
179 C 0.058 0.532 -4.272  1.8559
180 O -0.775 -0.605 -4.267  0.3049
181 H 0.297 1.003 -6.417  0.3175
182 H -0.171 2.427 -5.382  0.3348
183 H -1.344 1.179 -5.736  0.5084
184 H -0.178 1.012 -3.323  -0.6782
185 H 1.110 0.252 -4.214  -0.4206
186 H -0.552 -1.103 -5.057  -0.3065
187 C 0.542 0.156 -0.063  0.0917
188 C -0.209 -0.884 -0.811  0.8270
189 O -1.428 -0.325 -1.341  1.3479
190 H 1.416 -0.191 0.488  -0.3860
191 H -0.108 0.675 0.641  0.3490
192 H 0.791 0.977 -0.735  -0.2047
193 H -0.432 -1.721 -0.150  -0.2852
194 H 0.399 -1.357 -1.583  -0.6805
195 H -1.328 -0.162 -2.282  -0.8588
196 C 4.009 1.433 -0.780  0.3267
197 C 4.160 1.192 -2.297  0.5507
198 O 4.808 2.254 -2.812  -0.6605
199 H 3.374 0.751 -0.215  -0.4989
200 H 3.511 2.396 -0.667  -0.4606
201 H 5.005 1.614 -0.377  0.5087
202 H 3.204 1.121 -2.815  -0.2370
203 H 4.857 0.354 -2.303  0.2201
204 H 4.636 2.318 -3.754  0.3541

=====

- Which formula does entry 2 have?
  C57H131N5O11

=====

- Look up the Kohn-Sham gap of the first one.
  8.80 eV

=====

- calculated total energy of number 2 (C57H131N5O11)?
  -91196.4300 eV